[1]
ORCA calculation (ωB97M-V/def2-TZVPD) on a structure of composition C37H32ClHfOPSb.

ORCA input file:
```
! RIJCOSX wB97M-V def2-TZVPD def2/J DEFGRID3
* xyz 3 1
Hf 1.04684 0.72251 0.29085
Cl 2.47127 0.68632 2.12107
C 0.73860 2.39057 -0.79365
O 0.57398 3.37725 -1.38362
P 1.86378 -0.56722 -1.77506
C 0.88244 -0.94337 -3.23433
C 3.14520 0.63520 -2.35332
C 2.79568 -2.10301 -1.39506
C 4.29687 0.84862 -1.57299
C 5.20036 1.85418 -1.90176
C 4.93136 2.74640 -2.93839
C 3.68950 2.67145 -3.60267
C 2.77799 1.65742 -3.26475
H 4.41454 0.31677 -0.63618
H 6.11294 1.98540 -1.32331
H 5.62308 3.54819 -3.20204
H 3.41496 3.44231 -4.35221
H 1.72560 1.75057 -3.60644
C -0.42509 -0.42661 -3.40888
C -1.12633 -0.61640 -4.61046
C -0.56347 -1.40631 -5.63009
C 0.68531 -2.01590 -5.42615
C 1.37732 -1.80385 -4.22516
H -0.91858 0.09881 -2.57787
H -2.12697 -0.16323 -4.75360
H -1.11641 -1.56184 -6.55949
H 1.09946 -2.67007 -6.20585
H 2.31032 -2.33561 -4.03806
C 4.00277 -2.37582 -2.06144
C 4.72410 -3.54761 -1.79329
C 4.29239 -4.41969 -0.78788
C 3.10332 -4.14765 -0.08634
C 2.36300 -2.99367 -0.38903
H 4.39870 -1.65415 -2.77049
H 5.63951 -3.77283 -2.35564
H 4.88305 -5.30468 -0.52693
H 2.77211 -4.83771 0.70237
H 1.45785 -2.77189 0.18455
H -1.39228 -2.75516 -0.90402
H -1.77770 -2.77909 -0.14668
C -6.32979 -1.33537 2.32897
C -5.99507 -0.67603 1.13911
C -4.69610 -0.16933 0.95442
C -3.69119 -0.40781 1.90030
C -4.08613 -0.87630 3.16129
C -5.37591 -1.40977 3.35081
Sb -1.59985 0.47885 1.47117
C -2.19503 2.69022 1.46102
C -2.82530 3.17118 0.32164
C -3.07785 4.53865 0.14375
C -2.81214 5.44500 1.18430
C -2.33847 4.93984 2.39719
C -2.09715 3.55915 2.56793
C -0.74424 -0.21561 3.44956
C -0.40597 0.64240 4.50222
C 0.24896 0.13091 5.63828
C 0.54392 -1.23429 5.73763
C 0.09620 -2.09993 4.72899
C -0.63484 -1.59741 3.64845
H -7.32983 -1.75731 2.46535
H -6.74379 -0.53460 0.35770
H -4.51536 0.46531 0.08093
H -3.42829 -0.78994 4.03277
H -5.64619 -1.86614 4.30432
H -3.19630 2.50758 -0.47895
H -3.50281 4.89563 -0.78932
H -3.01602 6.51698 1.06201
H -2.18758 5.62793 3.23798
H -1.90274 3.20368 3.59011
H -0.67366 1.70499 4.50001
H 0.52781 0.80520 6.45721
H 1.09362 -1.61561 6.60395
H 0.29783 -3.17227 4.78601
H -1.12815 -2.32438 2.99716
*
```

The calculation puts the frontier orbital gap at 3.6 eV. The value obtained for the HOMO energy is -16.21 eV.

[2]
ORCA calculation (ωB97M-V/def2-TZVPD) on a structure of composition C37H32FN7O4Pd.

ORCA input file:
```
! RIJCOSX wB97M-V def2-TZVPD def2/J DEFGRID3
* xyz 2 3
Pd -0.80976 0.52149 -0.14205
F 6.10832 -0.35097 -0.46750
C 5.53253 0.78631 -0.09571
C 4.15146 0.71030 0.01332
C 3.49807 1.85136 0.36367
C 2.00294 1.89970 0.28142
O 1.38669 0.79717 0.25320
C 1.42872 3.18277 0.37514
C 2.21148 4.24420 0.62682
N 3.52549 4.23083 0.80804
C 4.19885 5.52293 0.77378
C 5.10619 5.84023 -0.42670
C 3.78398 6.62835 -0.20584
C 4.20615 3.02578 0.72027
C 5.60157 3.04242 0.70305
C 6.32089 1.94120 0.25539
N 7.75478 1.92691 0.13653
C 8.44623 2.99888 -0.54032
C 9.70726 3.34461 0.29828
N 10.09211 2.13125 1.14059
C 9.99545 0.92919 0.35809
C 8.47210 0.64384 0.08611
C -0.10601 3.52568 0.22407
O -0.33680 4.73431 0.12195
O -0.89841 2.59131 0.31248
H 3.60176 -0.19736 -0.25858
H 1.71243 5.20945 0.55077
H 4.59972 5.93138 1.65306
H 5.20080 5.08798 -1.17699
H 6.05199 6.37645 -0.28813
H 2.98044 6.43495 -0.91578
H 3.83308 7.65575 0.07834
H 6.04098 4.00587 0.83012
H 7.84729 3.96055 -0.66280
H 8.75414 2.70951 -1.57403
H 9.60059 4.20723 0.98803
H 10.58135 3.46175 -0.31837
H 9.40358 2.03075 1.86698
H 11.00945 2.32870 1.52559
H 10.40655 0.06578 0.88948
H 10.55192 1.10262 -0.51443
H 8.18594 -0.02359 0.89165
H 8.40954 0.08074 -0.83641
C -12.43567 -6.69655 -0.17080
O -11.10345 -7.08371 -0.53843
C -10.10026 -6.29229 -0.35986
C -10.20149 -4.96991 0.10316
C -8.96198 -4.09758 0.24459
C -7.76613 -4.75633 0.05285
C -7.67793 -6.06899 -0.41162
C -8.80419 -6.86000 -0.54793
C -6.45308 -3.95889 0.02963
N -5.24769 -4.34175 -0.14761
C -4.52063 -3.16962 -0.33661
C -5.31477 -2.10570 -0.20189
N -6.60333 -2.58384 0.00452
C -4.88374 -0.71557 -0.17864
C -5.68489 0.43587 0.06612
C -5.08853 1.65543 -0.00821
C -3.65539 1.70857 -0.20047
N -2.92555 0.62599 -0.44660
C -3.46477 -0.60925 -0.41011
C -2.58740 -1.75159 -0.52927
N -1.28739 -1.51192 -0.64049
C -0.41851 -2.50883 -0.73956
C -0.78364 -3.90539 -0.46011
C -2.14842 -4.17448 -0.41501
C -3.09550 -3.08327 -0.48543
H -13.08009 -7.52964 -0.29369
H -12.77598 -5.90834 -0.80984
H -12.37719 -6.22951 0.80032
H -11.19701 -4.54664 0.11711
H -9.04735 -3.08344 0.52046
H -6.72091 -6.48084 -0.66470
H -8.79871 -7.92729 -0.74476
H -7.40673 -1.97452 0.04162
H -6.69994 0.22509 0.33320
H -5.71900 2.49693 0.24547
H -3.11849 2.63296 -0.14154
H 0.59382 -2.22144 -0.88902
H -0.01502 -4.62610 -0.31147
H -2.57494 -5.13620 -0.17792
*
```

The value obtained for the energy relative to the best compared isomer or geometry (same formula, charge and spin) is 57.37 kcal per mole. The calculation puts the frontier orbital gap (alpha / beta) at 6.6 / 4.0 eV. The value obtained for the HOMO energy (alpha / beta) is -11.20 / -11.20 eV.

[3]
ORCA calculation (ωB97M-V/def2-TZVPD) on a structure of composition C37H32N2O2P2PtS.

ORCA input file:
```
! RIJCOSX wB97M-V def2-TZVPD def2/J DEFGRID3
* xyz 4 1
Pt 0.02418 0.36886 0.59564
O -3.12161 1.63522 -0.60379
S -1.87852 1.00352 -0.96545
C -1.10655 1.86825 -2.32257
C -1.91991 2.48063 -3.26325
C -1.32683 3.07940 -4.36592
C 0.05725 3.06993 -4.50065
C 0.85953 2.49501 -3.52335
C 0.27737 1.89669 -2.40827
P 1.35796 1.35621 -1.05186
C 2.65465 0.35580 -1.73369
C 3.95820 0.41032 -1.20348
C 4.94362 -0.39482 -1.73524
C 4.62914 -1.30124 -2.75113
C 3.33287 -1.36514 -3.27347
C 2.33972 -0.56392 -2.75692
C 2.06002 2.85999 -0.34057
C 1.49132 3.35377 0.84287
C 2.01253 4.49365 1.42729
C 3.06124 5.16683 0.81192
C 3.63513 4.67142 -0.35697
C 3.13863 3.51817 -0.93865
C -2.27237 -0.62829 -1.64706
C -2.88055 -0.73152 -2.88369
C -3.32051 -1.98055 -3.31213
C -3.16388 -3.09766 -2.50128
C -2.54588 -2.98668 -1.26390
C -2.10387 -1.73894 -0.82521
P -1.35703 -1.57700 0.80492
C -2.62862 -1.38557 2.02993
C -2.22343 -1.35214 3.38336
C -3.17240 -1.23854 4.37505
C -4.51991 -1.12033 4.02157
C -4.91766 -1.14108 2.68136
C -3.98236 -1.23538 1.67285
C -0.39159 -3.03315 1.17672
C 0.89524 -3.10991 0.61117
C 1.65613 -4.24374 0.80548
C 1.15392 -5.27954 1.59257
C -0.12570 -5.20892 2.14173
C -0.89631 -4.07373 1.96726
H -2.99442 2.50233 -3.12285
H -1.94819 3.55707 -5.11194
H 0.51848 3.54095 -5.35916
H 1.93659 2.52727 -3.62322
H 4.19473 1.08648 -0.39125
H 5.95730 -0.32984 -1.36357
H 5.39611 -1.96428 -3.13108
H 3.11280 -2.03624 -4.09317
H 1.33314 -0.61341 -3.15619
H 0.65573 2.83459 1.30622
H 1.60859 4.85799 2.36207
H 3.41710 6.10136 1.22580
H 4.45730 5.19525 -0.82538
H 3.58478 3.15439 -1.85533
H -3.02203 0.13592 -3.51392
H -3.79354 -2.06982 -4.28141
H -3.52964 -4.06091 -2.83260
H -2.42861 -3.85777 -0.63154
H -1.17208 -1.40819 3.63659
H -2.87462 -1.23356 5.41456
H -5.26401 -1.01044 4.80107
H -5.96857 -1.10902 2.42473
H -4.29858 -1.24584 0.63814
H 1.27647 -2.27907 0.02444
H 2.63643 -4.32431 0.35621
H 1.77837 -6.13766 1.80716
H -0.52074 -6.04037 2.71003
H -1.87840 -4.01565 2.41910
N 1.48059 1.02690 4.50250
C 0.40051 1.39097 3.80803
N -0.29529 2.45350 4.22219
O 0.03417 0.73974 2.77927
H 1.73122 1.46249 5.37631
H 2.02718 0.23359 4.21704
H -0.08448 2.92226 5.08967
H -1.14756 2.71749 3.75828
*
```

The value obtained for the energy relative to the best compared isomer or geometry (same formula, charge and spin) is 52.40 kcal per mole. The calculation puts the frontier orbital gap at 4.7 eV. The value obtained for the HOMO energy is -19.62 eV.

[4]
ORCA calculation (ωB97M-V/def2-TZVPD) on a structure of composition C37H32N5O3P2RhS.

ORCA input file:
```
! RIJCOSX wB97M-V def2-TZVPD def2/J DEFGRID3
* xyz 2 1
Rh 0.07590 0.37209 -0.14843
C 3.05433 3.14588 1.48476
N 2.10135 2.22045 0.85718
P 2.18687 0.53733 0.70428
C 3.66816 -0.01741 -0.14642
C 3.66850 -0.51460 -1.44979
C 4.85598 -0.89991 -2.05171
C 6.05473 -0.77990 -1.36263
C 6.06485 -0.29694 -0.06115
C 4.87889 0.07431 0.54859
C 2.35136 -0.15623 2.35772
C 2.07787 0.60774 3.49308
C 2.14896 0.03164 4.75156
C 2.47893 -1.30994 4.88310
C 2.74660 -2.07484 3.75629
C 2.68873 -1.50132 2.49798
P 0.49119 2.52598 0.48790
C 0.21155 4.30102 0.60315
C -0.63649 4.95159 1.49754
C -0.74974 6.33310 1.45590
C -0.00792 7.07058 0.54590
C 0.84460 6.42796 -0.34337
C 0.94273 5.04930 -0.32510
C 0.24141 2.26480 -1.29943
C -0.93793 2.80005 -1.90082
C -1.21532 2.56674 -3.21474
C -0.36128 1.75664 -3.99479
C 0.78343 1.23945 -3.45547
C 1.10260 1.50751 -2.10787
H 3.79179 2.57080 2.04285
H 2.53763 3.80628 2.18018
H 3.56349 3.74509 0.73206
H 2.74258 -0.63706 -2.00087
H 4.84481 -1.29273 -3.05894
H 6.98143 -1.07306 -1.83684
H 6.99503 -0.21953 0.48396
H 4.89603 0.41474 1.57660
H 1.81426 1.65363 3.40751
H 1.95018 0.63355 5.62729
H 2.53626 -1.76008 5.86434
H 3.01268 -3.11772 3.86012
H 2.92608 -2.10524 1.62952
H -1.21181 4.39514 2.22157
H -1.41810 6.83310 2.14279
H -0.09504 8.14801 0.52434
H 1.42099 7.00002 -1.05694
H 1.58776 4.55392 -1.04255
H -1.58932 3.43886 -1.31800
H -2.08782 3.01447 -3.67053
H -0.59781 1.58558 -5.03634
H 1.47304 0.67026 -4.06409
H 2.10719 1.30110 -1.76883
N -3.58439 -1.74263 -0.55937
C -4.75035 -0.96589 -0.40598
C -5.99200 -1.58000 -0.44123
C -7.14015 -0.81722 -0.28744
C -7.04538 0.55507 -0.11132
C -5.80175 1.16917 -0.08708
C -4.65352 0.40488 -0.22491
S -3.08731 1.21429 -0.15661
N -1.96633 -0.02702 -0.57935
C -2.33129 -1.27301 -0.66545
C -1.24414 -2.27266 -0.87782
C -1.48194 -3.60587 -1.18183
C -0.40219 -4.46017 -1.34546
C 0.87927 -3.95910 -1.20167
C 1.03293 -2.61583 -0.90571
N 0.00305 -1.78934 -0.74822
H -3.73080 -2.73546 -0.62205
H -6.06767 -2.65069 -0.58606
H -8.10601 -1.30117 -0.31099
H -7.93595 1.15581 0.00434
H -5.73225 2.24124 0.04434
H -2.47756 -4.00222 -1.31284
H -0.56861 -5.50088 -1.58463
H 1.75005 -4.58582 -1.32297
H 2.02027 -2.18395 -0.79512
O -0.35273 2.30137 2.05411
N -0.97628 1.15931 2.46051
O -1.70410 1.28485 3.37816
O -0.66552 0.10066 1.91593
*
```

The calculation puts the frontier orbital gap at 6.5 eV. The value obtained for the HOMO energy is -12.60 eV.

Listing calculated total energy for the structures above in their given order: -70559.1489; -63690.0596; -78582.6148; -84886.9267 eV.